No. 1
{
  "formula": "C5H4N2O",
  "method": "ωB97M-V/def2-TZVPD",
  "charge": 0,
  "lumo_energy_ha": 0.026,
  "gap_ha": 0.39993,
  "fmax_ev_per_a": 2.6,
  "relative_energy_kcal_mol": 31.22,
  "species": ["C", "C", "C", "C", "C", "H", "H", "H", "H", "N", "N", "O"],
  "xyz": [[1.612, -0.495, -0.042], [1.290, 1.026, 0.059], [-0.148, 0.527, -0.047], [-1.478, 0.490, -0.090], [-1.765, -0.911, 0.011], [1.546, 1.526, 1.023], [1.764, 1.564, -0.798], [-2.207, 1.298, -0.134], [-2.743, -1.407, 0.098], [-0.686, -1.644, 0.040], [0.253, -0.742, -0.075], [2.561, -1.231, -0.044]],
  "nbo_charge": [0.714, -0.501, 0.168, -0.341, -0.003, 0.247, 0.240, 0.238, 0.216, -0.237, -0.240, -0.501]
}



No. 2
{
  "formula": "C5H4N2O",
  "method": "ωB97M-V/def2-TZVPD",
  "charge": 0,
  "lumo_energy_ha": [-0.028, -0.027],
  "gap_ha": [0.31835, 0.32539],
  "fmax_ev_per_a": 4.3,
  "relative_energy_kcal_mol": 244.03,
  "species": ["C", "C", "C", "C", "C", "N", "N", "O", "H", "H", "H", "H"],
  "xyz": [[1.188, -0.721, -0.144], [0.115, -1.659, -0.021], [-1.027, -0.983, 0.176], [-1.013, 0.516, 0.093], [0.059, 1.332, 0.085], [1.407, 0.174, -1.049], [1.474, 1.176, 0.059], [1.480, 0.042, 0.988], [0.145, -2.688, 0.058], [-1.930, -1.407, 0.351], [-2.081, 0.840, 0.073], [0.184, 3.378, -0.667]],
  "nbo_charge": [0.456, -0.286, -0.110, -0.414, 0.258, -0.261, -0.069, -0.346, 0.234, 0.214, 0.255, 0.069]
}



No. 3
{
  "formula": "C5H4N2O",
  "method": "ωB97M-V/def2-TZVPD",
  "charge": 0,
  "lumo_energy_ha": -0.023,
  "gap_ha": 0.35717,
  "fmax_ev_per_a": 10.6,
  "relative_energy_kcal_mol": 113.70,
  "species": ["C", "C", "C", "C", "C", "H", "H", "H", "H", "N", "N", "O"],
  "xyz": [[0.588, 1.349, -1.087], [0.095, -0.539, -0.141], [-0.784, -0.023, 0.681], [-1.535, -0.634, 1.718], [0.588, -2.073, -0.216], [-0.538, 1.752, -1.142], [1.073, 1.871, -1.997], [0.823, 1.516, 0.010], [-0.551, 1.275, 0.924], [-1.750, -1.386, 2.724], [1.164, -3.112, -0.379], [0.827, 0.004, -1.096]],
  "nbo_charge": [-0.282, 0.325, -0.436, 0.236, 0.229, 0.189, 0.233, 0.182, 0.274, -0.246, -0.272, -0.431]
}